No. 1
Entry from OMol25: C16H15NO5S in the gas phase (ωB97M-V with the def2-TZVPD basis set).

Calculated values
- DFT total energy: -1447.86607 Ha
- ΔE to the lowest compared entry with this formula, charge and spin: 16.7 kcal per mole
- SMILES: Cc1ccc(C(=O)OCC(=O)NCc2ccc3c(c2)OCO3)s1
- Kohn-Sham gap: 8.141 eV
- Lowest unoccupied orbital energy: 0.10 eV

```
! RIJCOSX wB97M-V def2-TZVPD def2/J DEFGRID3
* xyz 0 1
C -3.298 -3.894 1.241
C -2.871 -2.776 0.362
C -2.316 -2.851 -0.885
C -2.035 -1.596 -1.445
C -2.382 -0.559 -0.617
C -2.222 0.859 -0.880
O -1.742 1.326 -1.883
O -2.663 1.609 0.157
C -2.499 3.012 0.017
H -2.845 3.343 -0.967
H -3.112 3.469 0.797
C -1.040 3.462 0.174
O -0.645 4.512 -0.277
N -0.282 2.606 0.884
H -0.693 1.745 1.214
C 1.155 2.729 0.985
C 1.849 1.532 0.385
C 1.455 1.059 -0.859
C 2.048 -0.057 -1.442
C 3.055 -0.671 -0.739
C 3.462 -0.196 0.509
C 2.871 0.896 1.094
H 3.193 1.249 2.060
O 4.475 -0.986 0.988
C 4.707 -1.961 -0.006
O 3.801 -1.772 -1.071
H 5.740 -1.868 -0.379
H 4.567 -2.965 0.424
H 1.735 -0.420 -2.406
H 0.667 1.565 -1.395
H 1.419 3.644 0.443
H 1.443 2.848 2.034
S -3.057 -1.134 0.872
H -1.598 -1.437 -2.413
H -2.117 -3.783 -1.383
H -4.363 -3.826 1.458
H -3.097 -4.847 0.758
H -2.765 -3.861 2.191
*
```

***

No. 2
Entry from OMol25: 2 unconnected molecules or ions with the total composition C16H15O5S3 (ωB97M-V with the def2-TZVPD basis set).

Calculated values
- DFT total energy: -2189.36619 Ha
- ΔE to the lowest compared entry with this formula, charge and spin: 0.0 kcal per mole
- Kohn-Sham gap: 5.193 eV
- Lowest unoccupied orbital energy: 2.56 eV

```
! RIJCOSX wB97M-V def2-TZVPD def2/J DEFGRID3
* xyz -1 1
C -2.033 0.986 0.904
C -1.610 -0.441 0.625
S -1.638 -1.108 -0.957
O -1.262 -1.227 1.536
H -1.403 1.445 1.675
H -2.053 1.640 0.020
H -3.067 0.999 1.279
C 4.903 -3.678 0.992
C 3.682 -3.622 1.671
C 2.491 -3.928 1.012
C 2.568 -4.271 -0.337
S 1.016 -4.554 -1.248
C 0.690 -2.955 -2.105
C -0.192 -2.896 -3.120
S 1.359 -1.324 -1.499
C 2.715 -0.775 -2.552
C 3.944 -0.642 -1.907
C 4.942 0.079 -2.562
C 4.746 0.510 -3.877
C 3.502 0.353 -4.494
C 2.427 -0.225 -3.808
O 0.405 -0.372 -2.083
O 1.753 -1.123 -0.136
O 1.354 -5.510 -2.276
O -0.046 -4.846 -0.305
C 3.775 -4.357 -1.042
C 4.954 -4.074 -0.348
H 5.825 -3.421 1.514
H 3.620 -3.333 2.719
H 1.502 -3.873 1.494
H -0.486 -1.927 -3.529
H -0.499 -3.827 -3.614
H 4.078 -1.095 -0.915
H 5.844 0.296 -2.001
H 5.564 0.994 -4.406
H 3.332 0.704 -5.511
H 1.410 -0.262 -4.223
H 3.761 -4.587 -2.118
H 5.903 -4.172 -0.878
*
```

***

No. 3
Entry from OMol25: a molecular structure, C16H16B2N2O18Pb (ωB97M-V with the def2-TZVPD basis set).

Calculated values
- DFT total energy: -2326.21435 Ha
- Kohn-Sham gap: 6.135 eV
- Lowest unoccupied orbital energy: 3.63 eV

```
! RIJCOSX wB97M-V def2-TZVPD def2/J DEFGRID3
* xyz -2 1
Pb 2.147 1.121 3.821
O 4.471 4.805 -4.529
C 4.351 3.959 -3.679
O 4.633 4.150 -2.413
B 4.164 3.004 -1.654
O 3.796 1.967 -2.671
C 3.877 2.477 -3.899
O 3.507 1.980 -4.919
O 3.085 3.292 -0.684
C 3.392 2.754 0.482
O 2.662 2.736 1.440
C 4.817 2.129 0.372
O 5.276 2.544 -0.808
O 5.434 1.544 1.201
O -5.554 -0.095 5.837
C -4.598 -0.793 5.669
O -3.523 -0.497 4.932
B -2.492 -1.559 5.117
O -3.211 -2.634 5.823
C -4.345 -2.193 6.300
O -5.063 -2.790 7.056
O -1.930 -1.967 3.821
C -0.687 -1.610 3.668
O -0.064 -1.601 2.653
C -0.262 -0.959 5.038
O -1.326 -1.004 5.858
O 0.792 -0.418 5.243
O 4.271 0.301 4.415
H 4.813 0.932 4.903
O 2.741 -0.286 1.927
H 3.151 0.276 1.275
C -2.786 3.317 5.640
C -3.415 3.023 4.287
C -2.514 3.338 3.075
C -1.251 2.634 2.997
N -0.246 2.086 2.923
H -2.688 4.392 5.773
H -1.832 2.780 5.607
H -3.285 2.764 6.436
H -4.424 3.434 4.259
H -3.543 1.941 4.187
H -2.472 4.427 2.973
H -3.096 3.102 2.179
C 5.960 5.979 4.533
C 5.812 5.459 5.946
C 4.415 5.101 6.499
C 3.651 4.359 5.507
N 3.060 3.751 4.734
H 7.042 6.057 4.403
H 5.516 6.940 4.277
H 5.606 5.301 3.755
H 6.123 6.143 6.748
H 6.462 4.641 6.264
H 3.779 5.939 6.788
H 4.619 4.448 7.347
*
```

***

No. 4
Entry from OMol25: a molecular structure, C16H16CsN7O4S (ωB97M-V with the def2-TZVPD basis set).

Calculated values
- DFT total energy: -1721.75758 Ha
- ΔE to the lowest compared entry with this formula, charge and spin: 1.9 kcal per mole
- Kohn-Sham gap: 6.435 eV
- Lowest unoccupied orbital energy: -0.49 eV

```
! RIJCOSX wB97M-V def2-TZVPD def2/J DEFGRID3
* xyz 0 1
Cs 1.266 -1.179 0.093
O 5.411 -0.044 -1.115
S 4.322 -0.354 -0.219
O 3.593 -1.592 -0.491
N 3.231 0.735 -0.026
C 3.521 2.077 0.093
C 4.773 2.652 0.178
C 4.938 4.048 0.282
C 3.871 4.895 0.301
C 2.564 4.353 0.228
C 1.413 5.172 0.239
C 0.176 4.604 0.175
C 0.097 3.197 0.111
N 1.132 2.401 0.096
C 2.377 2.955 0.140
C 5.073 -0.615 1.381
C 4.271 -0.860 2.491
C 4.852 -1.022 3.737
C 6.233 -0.946 3.878
C 7.028 -0.709 2.770
C 6.448 -0.540 1.518
H 5.655 2.031 0.130
H 5.945 4.443 0.339
H 3.998 5.968 0.369
H 1.533 6.248 0.300
H -0.727 5.199 0.179
H -0.881 2.722 0.078
H 3.192 -0.922 2.402
H 4.227 -1.210 4.601
H 6.684 -1.072 4.854
H 8.104 -0.651 2.875
H 7.051 -0.349 0.640
N -3.004 -0.851 -0.300
N -3.322 -2.207 -0.366
C -2.440 -3.145 0.072
N -2.853 -4.418 0.013
N -1.295 -2.693 0.546
N -0.334 -3.615 0.844
O -0.380 -4.775 0.440
O 0.613 -3.153 1.457
H -3.407 -0.417 0.522
H -3.321 -0.389 -1.140
H -4.289 -2.481 -0.445
H -3.699 -4.645 -0.478
H -2.147 -5.128 0.144
*
```

***

No. 5
Entry from OMol25: C16H16FN3O5S in the gas phase (ωB97M-V with the def2-TZVPD basis set).

Calculated values
- DFT total energy: -1657.75417 Ha
- ΔE to the lowest compared entry with this formula, charge and spin: 111.6 kcal per mole
- SMILES: Cc1ccc([N+](=O)[O-])cc1NC(=O)[C@@H](C)NS(=O)(=O)c1ccc(F)cc1
- Kohn-Sham gap: 9.022 eV
- Lowest unoccupied orbital energy: -0.27 eV

```
! RIJCOSX wB97M-V def2-TZVPD def2/J DEFGRID3
* xyz 0 1
C -1.830 2.103 -1.539
C -2.824 1.080 -1.115
C -4.054 0.982 -1.764
C -4.971 0.002 -1.446
C -4.649 -0.921 -0.457
C -3.441 -0.841 0.220
C -2.540 0.166 -0.089
N -1.331 0.203 0.636
C -0.832 1.279 1.277
O -1.381 2.359 1.342
C 0.541 1.052 1.937
N 1.594 0.928 0.927
S 1.557 -0.239 -0.276
O 0.901 -1.418 0.220
O 1.068 0.340 -1.495
C 3.306 -0.559 -0.428
C 4.017 -0.013 -1.479
C 5.378 -0.249 -1.573
C 5.983 -1.029 -0.601
C 5.274 -1.583 0.455
C 3.915 -1.339 0.537
H 3.315 -1.755 1.330
H 5.787 -2.189 1.185
F 7.302 -1.259 -0.684
H 5.968 0.156 -2.380
H 3.494 0.577 -2.214
H 1.785 1.813 0.481
C 0.573 -0.127 2.904
H 0.479 -1.073 2.381
H -0.239 -0.029 3.621
H 1.518 -0.124 3.442
H 0.759 1.970 2.495
H -0.820 -0.671 0.687
H -3.216 -1.565 0.989
N -5.576 -1.967 -0.126
O -5.257 -2.751 0.745
O -6.624 -2.008 -0.736
H -5.920 -0.073 -1.954
H -4.285 1.688 -2.548
H -0.850 1.641 -1.665
H -2.131 2.571 -2.472
H -1.739 2.871 -0.770
*
```

***

No. 6
Entry from OMol25: C16H16FNO4S in the gas phase (ωB97M-V with the def2-TZVPD basis set).

Calculated values
- DFT total energy: -1473.06301 Ha
- ΔE to the lowest compared entry with this formula, charge and spin: 22.2 kcal per mole
- SMILES: COC(=O)CN(c1ccccc1F)S(=O)(=O)c1ccc(C)cc1
- Kohn-Sham gap: 9.392 eV
- Lowest unoccupied orbital energy: 0.53 eV

```
! RIJCOSX wB97M-V def2-TZVPD def2/J DEFGRID3
* xyz 0 1
C -0.512 -2.037 -1.387
H -0.090 -1.715 -2.336
H -0.477 -3.124 -1.294
H -1.545 -1.696 -1.297
O 0.272 -1.434 -0.365
C 0.412 -2.108 0.781
O -0.066 -3.190 0.992
C 1.273 -1.342 1.776
N 1.501 0.027 1.398
C 2.371 0.351 0.354
C 1.987 1.214 -0.669
C 2.868 1.575 -1.671
C 4.156 1.069 -1.694
C 4.560 0.199 -0.697
C 3.678 -0.138 0.310
F 4.121 -0.978 1.276
H 5.557 -0.213 -0.675
H 4.842 1.346 -2.478
H 2.541 2.251 -2.446
H 0.983 1.600 -0.664
S 0.393 1.141 2.001
O 0.899 2.451 1.734
O 0.155 0.747 3.357
C -1.129 0.881 1.091
C -1.500 1.756 0.088
C -2.664 1.524 -0.623
C -3.464 0.423 -0.335
C -3.088 -0.429 0.700
C -1.927 -0.199 1.418
H -1.647 -0.840 2.238
H -3.709 -1.276 0.948
C -4.727 0.179 -1.100
H -5.552 0.712 -0.627
H -4.977 -0.879 -1.115
H -4.640 0.539 -2.123
H -2.958 2.206 -1.407
H -0.886 2.622 -0.106
H 0.777 -1.329 2.749
H 2.213 -1.889 1.897
*
```

***

- What is the formula in the second record?
  C16H15O5S3